1.
The following is a quantum chemistry calculation of C32H28INO8PPtS2 as an isolated structure, from the Open Molecules 2025 dataset.

Each line ends with the Mulliken charge.
Element x y z (Å)
1 Pt -0.2377 0.3728 0.5352  1.295
2 I 2.1264 1.5985 0.4853  0.195
3 C 3.2353 0.5966 2.1987  -0.699
4 C 4.5599 0.3363 1.9114  -0.363
5 C 5.4645 -0.1088 2.8774  -0.846
6 C 5.0621 -0.2066 4.1820  -0.949
7 C 3.7193 0.0265 4.5310  0.799
8 C 3.3265 -0.0786 5.8819  -0.722
9 C 2.0117 0.0295 6.2411  -1.194
10 C 1.0494 0.1592 5.2424  -0.144
11 C 1.3903 0.3046 3.9065  1.105
12 P -0.0930 0.1820 2.8358  0.858
13 C -0.8851 -1.2912 3.5751  0.805
14 C -0.0871 -2.4387 3.5866  -1.242
15 C -0.5788 -3.6420 4.0510  -0.131
16 C -1.9017 -3.7318 4.4638  -0.754
17 C -2.7100 -2.6067 4.4294  -0.551
18 C -2.2050 -1.3873 4.0048  -0.542
19 C -1.0239 1.6645 3.3041  0.650
20 C -2.3383 1.7977 2.8578  0.159
21 C -3.0211 2.9771 3.0821  -1.049
22 C -2.3952 4.0380 3.7180  -0.560
23 C -1.0770 3.9226 4.1250  -0.788
24 C -0.3882 2.7411 3.9186  -0.708
25 C 2.7571 0.3304 3.5121  0.724
26 H 4.8894 0.5166 0.8992  0.380
27 H 6.4816 -0.3368 2.5995  0.381
28 H 5.7588 -0.4691 4.9642  0.377
29 H 4.0877 -0.2624 6.6270  0.369
30 H 1.7100 -0.0181 7.2770  0.396
31 H 0.0034 0.1239 5.5177  0.436
32 H 0.9397 -2.3612 3.2519  0.411
33 H 0.0668 -4.5088 4.0816  0.479
34 H -2.3042 -4.6697 4.8183  0.392
35 H -3.7420 -2.6811 4.7396  0.450
36 H -2.8303 -0.5091 4.0107  0.395
37 H -2.8013 0.9992 2.2957  0.223
38 H -4.0364 3.0777 2.7284  0.442
39 H -2.9285 4.9647 3.8730  0.368
40 H -0.5736 4.7605 4.5876  0.401
41 H 0.6488 2.6602 4.2139  0.356
42 O -0.8048 2.9994 -2.3819  -0.668
43 S -0.1932 2.2139 -1.3537  1.080
44 O -0.2546 0.7524 -1.6137  -0.624
45 O -0.7890 2.4729 -0.0065  -0.595
46 O 1.2594 2.6013 -1.2756  -0.665
47 C -4.8776 -6.5424 -2.8303  -1.527
48 C -3.5507 -6.1916 -2.2321  1.044
49 C -2.5948 -5.5120 -2.9772  -0.797
50 C -1.3764 -5.1667 -2.4185  -0.247
51 C -1.1179 -5.5052 -1.1051  -0.194
52 C -2.0431 -6.1987 -0.3511  -0.303
53 C -3.2582 -6.5410 -0.9167  -0.725
54 S 0.4225 -4.9792 -0.3579  1.283
55 O 1.3339 -4.6816 -1.4219  -0.711
56 O 0.8220 -5.9352 0.6420  -0.747
57 N 0.0880 -3.5879 0.4778  -0.175
58 C -0.7325 -2.5812 -0.1491  1.699
59 C -2.2056 -2.7007 0.1964  0.588
60 C -3.0273 -1.3624 0.1432  -0.051
61 O -4.1935 -1.4545 -0.2100  -0.818
62 O -2.4652 -0.3223 0.5694  -0.690
63 H -5.0899 -5.9149 -3.6912  0.370
64 H -5.6639 -6.4122 -2.0920  0.373
65 H -4.8904 -7.5828 -3.1547  0.310
66 H -2.8146 -5.2395 -3.9988  0.355
67 H -0.6232 -4.6346 -2.9784  0.498
68 H -1.7915 -6.4514 0.6668  0.451
69 H -3.9969 -7.0699 -0.3331  0.373
70 H -0.1594 -3.7732 1.4385  0.069
71 H -0.5542 -2.6387 -1.2237  0.643
72 H -0.3443 -1.5673 0.1917  -2.288
73 H -2.3090 -3.0569 1.2297  0.051
74 H -2.7174 -3.4035 -0.4605  0.034

Output
**Total charge**: -1
**Orbital gap (spin up / spin down)**: 6.25 / 7.42 eV
**Spin multiplicity**: 3



2.
The following is a quantum chemistry calculation of C32H28N5O3PS3Y as an isolated structure, from the Open Molecules 2025 dataset.

Each line ends with the Mulliken charge.
Element x y z (Å)
1 Y -1.6347 -2.3605 -0.1323  1.394
2 C -2.7288 2.1875 1.7220  -0.753
3 C -4.2531 1.8534 1.6110  0.975
4 C -4.7621 0.5857 1.8304  -0.414
5 C -6.1644 0.3602 1.7978  -0.337
6 C -6.9964 1.4362 1.7200  -0.415
7 C -6.4905 2.7534 1.6193  -0.587
8 C -5.1348 2.9451 1.5694  -0.596
9 H -2.5631 3.1202 1.1920  0.430
10 H -2.1851 1.3750 1.1939  -0.187
11 H -2.4071 2.3536 2.7656  0.322
12 H -4.1374 -0.2558 2.1323  0.365
13 H -6.5287 -0.6880 1.9894  0.348
14 H -8.1192 1.2023 1.5993  0.256
15 H -7.1945 3.5100 1.4793  0.445
16 H -4.7341 3.9904 1.5215  0.282
17 O 0.2502 -2.0116 1.0026  -0.833
18 C -0.0490 -0.7695 1.1715  0.916
19 O -1.1846 -0.3237 0.6659  -0.857
20 C 0.8394 0.1900 1.8336  0.052
21 C 0.2941 0.9362 2.8693  -0.480
22 C 0.8734 2.0614 3.4236  -0.823
23 C 2.1976 2.3708 3.0290  -0.751
24 C 2.7900 1.6414 2.0545  0.056
25 C 2.1600 0.5631 1.3890  1.116
26 P 2.6017 -0.0939 -0.1640  -0.027
27 C 4.2456 -0.7579 0.3973  0.465
28 C 4.3851 -1.3717 1.6430  -0.405
29 C 5.6821 -1.8281 2.0111  -0.336
30 C 6.8432 -1.5628 1.2921  -0.707
31 C 6.6568 -1.0693 -0.0043  -0.369
32 C 5.3680 -0.6639 -0.4705  -0.761
33 C 3.0408 1.4959 -0.9687  0.613
34 C 2.0254 1.9962 -1.8100  -0.368
35 C 2.2092 3.1997 -2.5460  -0.589
36 C 3.3797 3.8692 -2.4670  -0.336
37 C 4.3457 3.4413 -1.6059  -0.837
38 C 4.1165 2.3192 -0.7436  -0.026
39 H -0.6860 0.5331 3.2473  0.528
40 H 0.2715 2.7279 4.0719  0.369
41 H 2.7676 3.0959 3.5267  0.495
42 H 3.8498 1.7957 1.7098  0.181
43 H 3.4704 -1.6383 2.2530  0.249
44 H 5.7614 -2.3008 2.9957  0.342
45 H 7.7934 -1.7002 1.7841  0.396
46 H 7.5109 -0.8232 -0.6432  0.363
47 H 5.3744 -0.2038 -1.4348  0.449
48 H 0.9981 1.6061 -1.7646  0.255
49 H 1.3722 3.4746 -3.1983  0.374
50 H 3.6062 4.7374 -3.1355  0.330
51 H 5.2815 4.0530 -1.4012  0.292
52 H 4.7851 2.1559 0.0718  0.395
53 N -0.0715 -5.6269 -1.3541  -0.314
54 C -0.3470 -4.7667 -2.3518  0.553
55 N -1.1755 -3.7544 -2.1529  -0.426
56 C -1.2331 -2.9715 -3.2715  0.581
57 C -0.5187 -3.4688 -4.3210  -0.659
58 S 0.3667 -4.8954 -3.9760  -0.147
59 C -2.0306 -1.8365 -3.2874  0.119
60 C -2.2798 -0.9789 -4.3858  -0.598
61 S -3.4127 0.2616 -4.0456  -0.203
62 C -3.4203 -0.2758 -2.3687  0.595
63 N -2.6493 -1.3542 -2.1317  -0.303
64 N -4.1282 0.3838 -1.4686  -0.176
65 H -0.4587 -5.4575 -0.4030  0.299
66 H 0.5336 -6.4570 -1.5214  0.206
67 H -0.3272 -2.9394 -5.2529  0.324
68 H -1.8530 -1.2306 -5.3502  0.369
69 H -4.6717 1.1667 -1.8261  0.201
70 H -4.2108 0.0536 -0.4904  -0.033
71 O -1.5532 -4.6396 0.9650  -0.707
72 S -2.6927 -4.0739 1.8661  0.361
73 N -3.0594 -2.6524 1.4321  -0.302

Output
**Total charge**: +1
**Orbital gap**: 6.39 eV



3.
The following is a quantum chemistry calculation of C32H29BrEuF9N8O2 as an isolated structure, from the Open Molecules 2025 dataset.

Each line ends with the Mulliken charge.
Element x y z (Å)
1 Eu -0.3952 0.8416 -0.7101  0.268
2 C -2.9062 2.2908 3.7634  -1.729
3 C -1.7945 2.5387 2.7533  -0.401
4 N -0.7498 1.5202 2.6839  0.866
5 C 0.5030 1.9451 3.3152  -0.512
6 C 1.1839 3.1234 2.6264  -1.227
7 C -1.1422 0.1703 3.0592  -1.173
8 C -2.0255 -0.5439 2.0538  -1.401
9 N -1.3243 -0.7752 0.7932  0.619
10 C -1.7131 -1.8224 0.0114  0.600
11 C -0.8616 -2.1907 -1.0469  0.260
12 F 0.3142 -1.4949 -1.1362  -0.310
13 C -1.1052 -3.1793 -1.9615  0.004
14 F -0.2042 -3.4009 -2.9290  -0.310
15 C -2.2464 -3.9436 -1.8775  -0.666
16 C -3.0979 -3.6433 -0.8333  0.078
17 F -4.2318 -4.3412 -0.7043  -0.329
18 C -2.8593 -2.6368 0.0805  0.247
19 F -3.8033 -2.4144 1.0121  -0.343
20 H -3.5464 3.1761 3.8053  0.537
21 H -2.4931 2.1344 4.7620  0.362
22 H -3.5268 1.4362 3.4946  0.330
23 H -1.3073 3.4566 3.0727  0.080
24 H -3.2910 3.2593 1.4287  0.440
25 H 1.1758 1.0860 3.2881  0.353
26 H 0.3523 2.1871 4.3807  0.251
27 H 1.1455 3.0058 1.5471  0.082
28 H 2.2304 3.1859 2.9353  0.446
29 H 0.7116 4.0768 2.8691  0.474
30 H -1.6465 0.1316 4.0351  0.429
31 H -0.2234 -0.4076 3.1654  0.504
32 H -2.9515 0.0108 1.8975  0.438
33 H -2.2943 -1.4884 2.5259  0.676
34 H -2.4775 -4.7184 -2.5959  0.484
35 C 1.7494 -1.3205 1.5607  -1.519
36 O 1.7234 -0.0279 0.9363  1.308
37 C 2.9259 0.5982 0.8029  0.220
38 C 4.0739 0.2230 1.4684  -0.589
39 C 5.2603 0.9025 1.2067  -0.914
40 Br 6.8233 0.4052 2.1487  -0.215
41 C 5.3237 1.8964 0.2645  -0.728
42 C 4.1614 2.2709 -0.4158  0.689
43 C 2.9471 1.6745 -0.0848  0.127
44 O 1.7827 2.0717 -0.6296  -0.108
45 C 4.1855 3.1867 -1.5599  -0.260
46 N 3.1109 3.4755 -2.2512  -0.088
47 C 3.5251 4.2542 -3.3256  0.106
48 C 2.7915 4.8072 -4.3737  -0.781
49 C 3.4875 5.5278 -5.3257  -0.543
50 C 4.8796 5.6987 -5.2429  -0.404
51 C 5.6164 5.1522 -4.2083  -1.065
52 C 4.9071 4.4265 -3.2560  0.636
53 N 5.3022 3.7223 -2.1243  -0.112
54 H 2.0045 -1.2268 2.6164  0.516
55 H 2.4731 -1.9594 1.0566  0.497
56 H 0.7489 -1.7173 1.4558  0.158
57 H 4.0694 -0.5904 2.1789  0.628
58 H 6.2721 2.3762 0.0532  0.479
59 H 2.0185 2.6741 -1.4292  0.528
60 H 1.7172 4.6696 -4.4270  0.455
61 H 2.9520 5.9713 -6.1565  0.411
62 H 5.3869 6.2719 -6.0100  0.386
63 H 6.6901 5.2865 -4.1458  0.391
64 H 6.2413 3.6240 -1.7853  0.201
65 N -2.4074 2.7620 1.4399  0.174
66 C -1.7987 2.5124 0.2736  -0.151
67 N -2.3795 2.8441 -0.8660  -0.408
68 C -3.5559 3.4736 -0.9440  0.445
69 N -4.5786 4.0205 -1.0102  -0.699
70 F -1.6067 -0.5724 -3.9753  -0.349
71 C -1.1657 0.2634 -3.0109  0.028
72 F -2.3087 0.3666 -2.1161  -0.308
73 C -1.0601 1.6484 -3.6494  0.983
74 F -0.3177 2.4286 -2.7581  -0.159
75 F -0.3206 1.6024 -4.7707  -0.281
76 F -2.1665 2.3188 -3.9139  -0.278
77 C 1.9937 -0.8827 -4.9774  -1.366
78 C 1.8985 -0.2296 -3.6682  0.563
79 N 1.7217 0.2759 -2.6557  -0.025
80 H 1.8780 -1.9587 -4.8558  0.297
81 H 2.9533 -0.6691 -5.4438  0.388
82 H 1.1905 -0.5141 -5.6145  0.312

Output
**Total charge**: 0
**Orbital gap (spin up / spin down)**: 6.71 / 6.99 eV
**Spin multiplicity**: 7



Short version: strongest force on any atom = 3.57 6.28 0.92 eV Å⁻¹, in the order given.
Short version: ΔE to the lowest compared entry with this formula, charge and spin = 163.8 121.8 111.4 kJ/mol, in the order given.
Short version: electronic energy = -3447.683710 -3309.863385 -6008.440377 hartree, in the order given.